No. 1
Below is C9H9ClF3NOPtS as an isolated structure at a distorted geometry, with properties calculated with ωB97M-V/def2-TZVPD.

XYZ file:
```
26
Properties=species:S:1:pos:R:3:forces:R:3:lowdin_charge:R:1
Pt 0.37843 -0.07954 0.17094 -0.2 -0.1 -0.7 0.81
F 1.43108 -2.99484 -4.33742 -0.2 0.2 0.2 0.13
C 1.33122 -3.86894 -3.32260 0.7 -0.1 -0.4 -0.60
F 2.55648 -3.94455 -2.76518 -0.2 0.1 0.2 0.14
F 1.11541 -5.06588 -3.89117 -0.3 -0.2 0.1 0.14
C 0.27953 -3.51246 -2.31117 -0.8 -1.1 0.2 -0.11
C -0.69552 -4.46647 -1.94739 0.6 1.1 0.0 0.03
C -1.62397 -4.14092 -0.96634 0.0 -0.2 -0.1 -0.05
C -1.56695 -2.89772 -0.37084 0.7 0.5 -0.1 -0.10
N -0.61983 -2.00525 -0.69465 -0.1 -0.6 0.2 -0.09
C 0.28921 -2.29217 -1.64676 -0.1 0.6 0.0 -0.69
S 1.38224 -0.96234 -1.92623 -0.3 0.3 0.6 0.63
H -0.71312 -5.42492 -2.43669 0.0 -0.1 0.0 0.12
H -2.36701 -4.85575 -0.64860 -0.1 0.0 -0.1 0.11
H -2.27074 -2.57988 0.38370 0.0 0.0 0.1 0.12
Cl 2.10253 -0.32135 1.63628 0.0 -0.1 0.1 -0.14
C -1.91483 2.38841 2.68172 0.0 0.0 -0.1 -0.08
O -1.00449 1.60991 1.92098 0.5 0.1 0.7 -0.24
C -1.30581 1.04798 0.73432 -0.2 -0.2 -0.2 -0.45
C -2.68175 1.09948 0.15777 0.4 -0.1 -0.4 -0.13
H -2.05634 3.37199 2.22719 -0.1 0.0 0.0 0.10
H -1.45378 2.50207 3.66182 0.0 0.0 -0.1 0.09
H -2.87944 1.89420 2.79750 0.0 0.0 0.0 0.08
H -3.41416 1.48369 0.86567 0.0 0.0 0.0 0.06
H -2.98339 0.09879 -0.14890 -0.2 -0.1 -0.1 0.05
H -2.72239 1.73333 -0.73201 -0.1 0.0 -0.1 0.07
```
Positions in Å, forces in eV/Å.

Expectation value of S²: 6.014
Calculated total energy (Ha): -1755.494283
Net charge: 0
HOMO-LUMO gap (alpha / beta) (hartree): 0.224 / 0.245
Lowest unoccupied orbital energy (alpha / beta) (eV): -0.24 / -2.25
ΔE to the lowest compared entry with this formula, charge and spin (eV): 0.000
Spin multiplicity: 5



No. 2
Below is one molecule with the formula C2H5N at a distorted geometry, with properties calculated with ωB97M-V/def2-TZVPD.

XYZ file:
```
8
Properties=species:S:1:pos:R:3:forces:R:3:lowdin_charge:R:1
C 0.58391 1.02209 -0.05711 0.2 -0.7 0.4 -0.03
C 0.34258 -0.24171 0.28406 -0.4 -0.3 -1.6 -0.29
N -0.70943 -1.00696 -0.32577 -0.5 0.7 1.4 0.00
H -0.14778 1.53417 -0.66553 0.2 0.3 -0.1 0.05
H 1.54307 1.45547 0.17815 -0.2 0.4 0.2 0.04
H 1.02158 -0.88748 0.82379 0.2 0.3 0.2 0.09
H -1.44534 -0.38943 -0.66771 0.4 0.1 -0.3 0.07
H -1.18859 -1.48614 0.43011 0.1 -0.6 -0.1 0.06
```
Positions in Å, forces in eV/Å.

Calculated total energy (Ha): -133.925876
Net charge: 0
HOMO-LUMO gap (hartree): 0.370
Lowest unoccupied orbital energy (eV): 1.27
ΔE to the lowest compared entry with this formula, charge and spin (eV): 0.205
Spin multiplicity: 1
SMILES string: C=CN



No. 3
Below is a 8-piece molecular cluster, C4H21NO10 overall at a distorted geometry, with properties calculated with ωB97M-V/def2-TZVPD.

XYZ file:
```
36
Properties=species:S:1:pos:R:3:forces:R:3:lowdin_charge:R:1
O -1.64235 -0.58119 4.03659 0.6 -0.2 -0.2 0.06
C -1.37836 0.12407 3.09404 -0.9 1.1 0.0 -0.32
N -0.55176 -0.19764 2.03475 1.5 -1.8 1.4 0.07
C 0.25454 -1.41287 2.28421 -2.6 -2.3 -1.0 -0.21
C -0.66998 -2.60299 1.60663 1.4 1.7 -0.8 -0.13
O -0.46867 -2.92684 0.46156 0.6 0.0 -0.3 0.03
C 1.57914 -1.39396 1.58451 1.4 0.3 0.1 -0.19
O 1.61430 -0.60935 0.40213 -0.7 -0.3 0.6 -0.12
H -1.74187 1.16302 3.07716 -0.2 -0.1 -0.4 0.14
H -0.80423 -0.15782 1.06029 -0.7 0.9 0.0 0.08
H 0.32775 -1.64405 3.35231 0.1 0.5 -0.3 0.15
H -1.59368 -2.98571 1.97937 -0.8 0.0 1.6 0.12
H 1.81620 -2.40446 1.21467 0.3 0.3 0.8 0.13
H 2.31245 -0.92878 2.28981 -0.2 -0.9 -0.4 0.14
H 1.01541 0.12275 0.58320 0.4 0.6 -0.2 0.03
O -1.21578 -0.09670 -0.80956 -0.6 -0.7 -1.2 -0.06
H -1.05527 -1.05038 -0.93069 0.3 0.0 0.3 0.08
H -1.71746 0.08473 -1.63397 0.7 0.3 0.4 0.08
O -0.59136 0.14546 -3.98854 0.4 -0.2 0.7 -0.05
H -0.00857 -0.61107 -4.19850 -0.8 0.7 -0.2 0.07
H -1.29499 0.26689 -4.63216 0.3 -0.4 -0.3 0.05
O 3.28553 -0.80842 -1.71504 0.1 0.3 0.1 -0.06
H 2.94337 -0.76863 -0.80459 0.0 -0.2 -0.3 0.00
H 3.38356 -1.73937 -1.92232 0.0 -0.1 0.0 0.03
O -0.58893 3.17323 -3.10650 -0.9 0.9 -0.5 -0.06
H -0.20331 3.60506 -2.34285 0.3 -0.5 0.1 0.03
H -0.29116 2.27602 -3.18920 0.6 -0.6 0.3 -0.03
O 1.76249 2.21503 1.99699 -0.1 0.2 0.8 -0.06
H 0.88982 2.40691 1.62790 0.6 -0.2 -0.3 0.03
H 2.29039 1.73652 1.35414 -0.4 0.2 -0.3 0.01
O -3.95050 0.67646 -0.28621 0.7 -0.2 -1.0 -0.06
H -3.07971 0.25134 -0.35421 -0.2 -0.1 1.0 -0.02
H -3.97252 0.97170 -1.20954 -0.8 0.4 0.3 0.04
O 1.08669 1.62451 -0.79552 -0.2 -0.5 -0.5 -0.05
H 0.40852 0.96733 -1.03145 -0.4 0.5 0.0 0.01
H 1.85031 1.10921 -1.08941 0.5 0.5 -0.1 0.04
```
Positions in Å, forces in eV/Å.

Calculated total energy (Ha): -972.115482
Net charge: 0
HOMO-LUMO gap (hartree): 0.355
Lowest unoccupied orbital energy (eV): -0.24
ΔE to the lowest compared entry with this formula, charge and spin (eV): 1.905
Spin multiplicity: 1
SMILES string: O=CN[C@@H](C=O)CO.O.O.O.O.O.O.O



No. 4
Below is an isolated ion of composition C27H51N2O5P2 and charge +1 at a distorted geometry, with properties calculated with ωB97M-V/def2-TZVPD.

XYZ file:
```
87
Properties=species:S:1:pos:R:3:forces:R:3:lowdin_charge:R:1
C 5.49061 0.55213 0.99445 -1.0 0.6 0.1 -0.06
C 4.94633 0.63638 -0.50476 2.1 -0.4 0.3 -0.23
O 3.87963 -0.27812 -0.76852 -0.9 0.7 0.0 -0.16
C 2.60702 0.26511 -0.36072 0.1 0.6 1.0 -0.28
C 2.02751 1.34287 -1.37075 0.5 0.0 0.4 -0.12
C 2.20487 2.85326 -0.85963 0.3 -0.3 -2.0 -0.13
O 1.03647 3.41228 -0.25708 0.9 -0.6 1.2 -0.09
C 0.98547 3.33686 1.12688 -1.5 0.4 3.4 -0.25
C -0.30134 3.74034 1.74411 1.2 -0.5 1.1 -0.04
C -0.51977 3.67032 3.17885 1.7 -0.7 -0.8 -0.07
C 0.53430 3.19359 4.09283 0.3 0.2 -2.5 -0.08
C 1.80750 2.84120 3.50151 -1.6 0.4 -0.9 -0.07
C 2.01771 2.91353 2.05451 -0.9 0.1 0.0 -0.03
C 0.57648 1.04418 -1.93727 2.6 0.4 -2.3 -0.21
C 0.69785 0.07239 -3.21410 -1.6 1.2 -0.6 -0.11
C -0.34918 0.58566 -4.31177 -0.3 -1.1 0.5 -0.17
C -1.83602 0.18028 -3.98578 -0.6 -0.5 -1.1 -0.21
C -2.08188 -1.37418 -3.85892 -0.2 0.5 1.5 -0.16
C -3.62104 -1.76163 -3.83031 0.5 0.0 -0.8 -0.21
O -3.85431 -2.98841 -3.12012 -0.3 0.9 0.3 -0.20
C -4.36119 -2.76121 -1.81077 -0.3 -0.5 0.8 -0.13
N -0.40644 0.48906 -0.97358 -1.2 -1.7 -1.2 -0.17
P -1.72942 1.59165 -0.40450 -1.5 2.3 2.7 1.03
C -3.36744 0.64179 -0.23745 0.6 -0.3 -1.5 -0.22
C -2.14892 2.98237 -1.55867 0.0 0.4 -1.4 -0.27
C 0.17435 -0.14070 0.25424 1.1 -0.5 2.6 -0.29
C -0.79518 -1.14648 1.00481 -0.7 0.2 -0.1 -0.16
C -1.34933 -0.58434 2.38658 0.5 -1.0 0.4 -0.18
C -0.61168 -1.39169 3.54948 0.0 -0.1 -0.9 -0.21
C -1.18198 -2.85538 3.70104 -0.1 0.0 0.1 -0.19
C -0.32780 -3.77399 4.66460 0.4 -0.4 -0.3 -0.27
N 0.67191 -3.01715 5.48438 -0.3 -0.9 0.2 -0.03
C 1.57111 -0.85318 0.06864 -0.4 2.3 -1.4 -0.28
P 1.60605 -2.43144 -0.94923 1.8 -3.4 1.1 0.91
O 0.06607 -2.91370 -1.42261 0.5 1.5 -0.2 -0.30
O 2.48646 -2.27970 -2.36565 -1.1 0.8 0.6 -0.29
H 6.47796 0.04007 1.06483 -0.8 0.4 -0.1 0.08
H 4.75137 -0.00202 1.63950 0.7 0.4 -0.7 0.08
H 5.56511 1.58064 1.45206 0.1 -1.0 -0.5 0.08
H 5.81129 0.29148 -1.14137 -1.1 0.3 0.4 0.13
H 4.74806 1.69289 -0.82710 -0.2 -0.9 0.3 0.11
H 2.83612 0.82656 0.59563 -0.5 -0.6 -0.8 0.12
H 2.70020 1.28949 -2.27612 -0.7 0.0 0.9 0.15
H 3.15587 2.99645 -0.28787 -1.1 -0.2 -0.2 0.12
H 2.36039 3.44254 -1.81298 -0.3 -0.4 1.1 0.15
H -1.14137 4.09564 1.10519 0.9 -0.3 0.5 0.09
H -1.52370 3.95714 3.57477 1.1 -0.3 -0.4 0.10
H 0.35537 3.11065 5.18577 0.2 0.1 -1.0 0.10
H 2.65092 2.47246 4.13202 -0.9 0.4 -0.6 0.11
H 3.00854 2.59705 1.66582 -0.8 0.3 0.5 0.08
H 0.26938 2.01981 -2.41021 -0.3 -1.0 1.1 0.13
H 0.39461 -0.98021 -2.99613 0.7 0.7 0.0 0.08
H 1.69661 0.13331 -3.70220 -0.6 -0.3 0.8 0.12
H -0.08279 0.05642 -5.27194 -0.3 0.8 0.8 0.13
H -0.31211 1.69676 -4.43777 0.3 -0.9 -0.1 0.11
H -2.27719 0.66864 -3.07786 0.5 -0.2 -0.7 0.07
H -2.46173 0.53188 -4.86110 0.6 -0.1 0.9 0.13
H -1.69579 -1.67893 -2.83598 -0.2 -0.1 -1.1 0.08
H -1.50323 -1.93483 -4.63266 -0.6 0.3 0.6 0.13
H -4.26352 -0.94958 -3.39652 0.7 -0.5 -0.3 0.12
H -3.95444 -1.93126 -4.88519 0.1 0.2 0.8 0.13
H -5.25920 -2.07463 -1.79954 1.0 -0.4 -0.1 0.10
H -3.55300 -2.39544 -1.11253 -0.7 -0.1 -0.6 0.07
H -4.73066 -3.73127 -1.37146 0.5 0.8 -0.7 0.10
H -0.89224 -0.28619 -1.46985 0.5 0.2 0.1 0.11
H -3.30255 -0.21578 -0.95778 -0.5 0.4 0.8 0.01
H -4.19800 1.30619 -0.60574 0.9 -0.6 0.5 0.07
H -3.52891 0.29472 0.81216 0.2 0.4 -1.0 0.04
H -1.24940 3.55758 -1.91941 -0.8 -0.7 0.5 0.05
H -2.74982 3.72987 -0.96198 0.6 -1.0 -0.2 0.07
H -2.77037 2.72984 -2.45594 0.5 0.1 0.7 0.04
H 0.34695 0.70752 0.98502 -0.1 -0.6 -0.9 0.13
H -0.21039 -2.07645 1.23727 -0.6 0.9 -0.4 0.09
H -1.63820 -1.48394 0.33599 0.8 0.4 0.5 0.10
H -1.15043 0.51387 2.49994 -0.3 -0.9 -0.2 0.10
H -2.44526 -0.78939 2.49973 0.8 0.4 -0.2 0.10
H -0.61470 -0.80935 4.50053 0.0 -0.7 -0.7 0.11
H 0.45561 -1.50790 3.19879 -0.8 0.3 0.7 0.10
H -1.20751 -3.36679 2.69486 0.0 0.6 0.9 0.10
H -2.25414 -2.84150 4.05090 1.0 0.2 -0.3 0.11
H -1.00027 -4.34525 5.36250 0.6 0.7 -0.7 0.11
H 0.23616 -4.55346 4.07412 -0.8 0.7 0.3 0.11
H 0.82093 -3.60996 6.30947 0.1 0.6 -0.3 0.07
H 1.58155 -3.01222 5.00912 -0.5 0.1 0.2 0.07
H 1.88737 -1.15459 1.10816 -0.5 -0.1 -1.2 0.13
H -0.08176 -3.81910 -1.09819 0.3 0.5 -0.2 0.07
H 3.39757 -2.58339 -2.19339 -0.6 0.1 0.1 0.06
```
Positions in Å, forces in eV/Å.

Calculated total energy (Ha): -2227.432028
Net charge: +1
HOMO-LUMO gap (hartree): 0.328
Lowest unoccupied orbital energy (eV): -1.80
Spin multiplicity: 1
SMILES string: CCO[C@H]1[C@H](COc2ccccc2)[C@@H](CCCCCOC)[N@H+](P(C)C)[C@@H](CCCCCN)[C@H]1P(O)O